{
  "formula": "C5H11N3",
  "method": "the ωB97M-V functional and the def2-TZVPD basis",
  "symbols": ["C", "N", "C", "N", "H", "H", "H", "H", "H", "H", "C", "C", "C", "N", "H", "H", "H", "H", "H"],
  "coordinates": [[-1.257, -1.017, 1.850], [-0.090, -0.916, 0.971], [-0.206, -1.310, -0.436], [-1.229, -1.716, -1.051], [0.739, -1.310, 1.419], [-2.087, -1.732, -0.505], [0.735, -1.176, -0.964], [-0.954, -1.240, 2.873], [-1.987, -1.754, 1.516], [-1.781, -0.061, 1.884], [-0.179, 1.379, -0.361], [0.673, 1.475, -1.517], [2.006, 1.328, -1.541], [0.238, 1.011, 0.868], [1.254, 1.020, 0.962], [-1.184, 1.777, -0.422], [0.143, 1.561, -2.460], [2.591, 1.232, -0.638], [2.576, 1.448, -2.447]],
  "forces_ev_per_a": [[-0.1, 0.2, -0.3], [-0.4, -3.8, -0.7], [0.1, -0.5, 2.2], [0.1, 0.7, -0.3], [-0.2, 0.1, -0.5], [0.1, -0.1, 0.2], [0.0, -0.2, 0.1], [0.1, -0.1, -0.2], [0.2, -0.3, 0.1], [0.1, 0.2, -0.1], [1.4, 0.6, 3.6], [0.6, -0.5, -0.7], [-0.4, 0.5, 0.0], [-1.3, 4.3, -2.7], [-0.1, -0.7, -0.4], [-0.2, -0.5, -0.1], [0.1, 0.3, -0.1], [0.0, -0.1, 0.2], [0.0, -0.2, -0.2]],
  "spin_multiplicity": 1,
  "gap_ev": 7.998,
  "relative_energy_kcal_mol": 92.6,
  "homo_ev": -7.482
}

---

{
  "formula": "C38H63CsGeN5O4P2S2Se",
  "method": "the ωB97M-V functional and the def2-TZVPD basis",
  "symbols": ["Cs", "N", "C", "C", "N", "H", "H", "H", "H", "H", "H", "H", "H", "O", "N", "C", "C", "C", "C", "C", "S", "H", "H", "H", "H", "C", "P", "C", "N", "C", "C", "C", "C", "C", "C", "N", "C", "P", "C", "C", "C", "C", "C", "C", "C", "C", "C", "H", "H", "H", "H", "H", "H", "H", "H", "H", "H", "H", "H", "H", "H", "H", "H", "H", "H", "H", "H", "H", "H", "H", "H", "H", "H", "H", "H", "C", "O", "H", "H", "H", "H", "O", "C", "O", "C", "C", "C", "C", "S", "C", "C", "H", "H", "H", "H", "H", "C", "Ge", "C", "C", "C", "Se", "C", "H", "H", "H", "H", "H", "H", "H", "H", "H", "H", "H", "H", "H", "H"],
  "coordinates": [[-0.320, 0.218, -1.841], [-0.430, -0.880, 1.573], [0.820, -1.526, 1.961], [0.995, -2.861, 1.258], [0.791, -2.712, -0.175], [-0.655, -0.134, 2.223], [-1.201, -1.540, 1.641], [0.907, -1.705, 3.043], [1.649, -0.865, 1.682], [0.253, -3.566, 1.648], [1.985, -3.256, 1.531], [1.061, -3.533, -0.700], [1.338, -1.921, -0.507], [-1.408, -1.981, -2.843], [-0.754, -2.929, -3.445], [-0.863, -4.179, -2.936], [-0.227, -5.265, -3.479], [0.566, -5.059, -4.610], [0.684, -3.788, -5.115], [0.044, -2.664, -4.544], [0.236, -1.083, -5.132], [-1.489, -4.210, -2.056], [-0.351, -6.238, -3.024], [1.090, -5.882, -5.081], [1.297, -3.588, -5.982], [4.193, -1.773, -0.323], [3.405, -0.252, -0.996], [4.340, 1.020, -0.048], [5.527, 0.613, 0.452], [6.270, 1.557, 1.100], [7.515, 1.214, 1.649], [8.301, 2.156, 2.297], [7.858, 3.471, 2.410], [6.630, 3.837, 1.877], [5.812, 2.902, 1.221], [4.605, 3.286, 0.718], [3.873, 2.327, 0.100], [2.233, 2.838, -0.550], [2.710, 4.439, -1.333], [1.311, 3.443, 0.977], [1.292, 2.274, 1.961], [1.903, 4.681, 1.649], [-0.125, 3.750, 0.533], [4.181, -0.156, -2.710], [5.688, 0.088, -2.684], [3.873, -1.473, -3.429], [3.500, 0.984, -3.468], [5.275, -1.778, -0.436], [3.745, -2.649, -0.794], [3.969, -1.805, 0.745], [7.840, 0.185, 1.545], [9.260, 1.868, 2.714], [8.471, 4.210, 2.915], [6.265, 4.855, 1.955], [3.430, 4.971, -0.712], [1.821, 5.052, -1.492], [3.156, 4.233, -2.307], [2.288, 2.089, 2.369], [0.946, 1.364, 1.467], [0.607, 2.489, 2.788], [2.953, 4.534, 1.896], [1.339, 4.896, 2.565], [1.824, 5.559, 1.002], [-0.680, 2.855, 0.244], [-0.146, 4.456, -0.303], [-0.672, 4.211, 1.364], [6.216, -0.670, -2.102], [5.924, 1.058, -2.244], [6.076, 0.068, -3.710], [4.426, -2.308, -2.992], [4.159, -1.392, -4.482], [2.804, -1.704, -3.408], [3.619, 1.935, -2.946], [2.435, 0.786, -3.611], [3.948, 1.081, -4.463], [-3.279, 1.883, 3.601], [-2.617, 0.742, 3.097], [-4.288, 1.987, 3.183], [-2.729, 2.806, 3.384], [-3.363, 1.775, 4.684], [-2.641, 0.826, 2.118], [-9.174, 3.943, 1.290], [-7.985, 4.569, 1.043], [-7.955, 5.772, 1.087], [-6.828, 3.699, 0.751], [-5.553, 4.276, 0.715], [-4.433, 3.515, 0.468], [-4.513, 2.125, 0.234], [-3.099, 1.159, -0.016], [-5.804, 1.564, 0.244], [-6.924, 2.326, 0.499], [-9.028, 2.991, 1.304], [-5.468, 5.340, 0.896], [-3.452, 3.975, 0.459], [-5.909, 0.504, 0.036], [-7.887, 1.821, 0.464], [-3.952, -2.683, -0.599], [-4.066, -4.347, 0.394], [-5.293, -5.587, -0.521], [-2.343, -5.255, 0.593], [-4.679, -4.074, 2.251], [-3.812, -2.510, 3.067], [-4.987, -1.170, 2.269], [-3.487, -2.834, -1.575], [-3.350, -1.938, -0.079], [-4.947, -2.261, -0.755], [-4.923, -5.783, -1.529], [-6.292, -5.155, -0.606], [-5.370, -6.537, 0.009], [-1.872, -5.471, -0.366], [-2.488, -6.198, 1.125], [-1.663, -4.628, 1.171], [-4.393, -4.941, 2.850], [-5.756, -3.946, 2.359], [-5.709, -1.690, 1.642], [-4.398, -0.493, 1.656], [-5.505, -0.625, 3.053]],
  "forces_ev_per_a": [[0.1, 0.6, 0.4], [0.0, 0.0, 0.0], [0.0, 0.0, 0.0], [0.0, -0.1, 0.0], [-0.1, 0.1, -0.1], [0.0, 0.0, 0.0], [0.0, 0.0, 0.0], [0.0, 0.0, 0.0], [0.0, 0.0, 0.0], [0.0, 0.0, 0.0], [0.0, 0.0, 0.0], [0.1, 0.0, 0.0], [0.1, -0.1, -0.1], [-0.3, -0.5, -0.4], [0.0, -0.1, 0.0], [0.0, 0.0, 0.0], [0.0, 0.0, 0.0], [0.0, 0.0, 0.0], [0.0, 0.0, 0.0], [0.0, -0.1, 0.0], [0.0, 0.0, 0.0], [0.0, 0.0, 0.0], [0.0, 0.0, 0.0], [0.0, 0.0, 0.0], [0.0, 0.0, 0.0], [0.0, 0.0, 0.0], [0.0, 0.1, 0.0], [0.0, 0.0, 0.0], [0.0, 0.0, 0.0], [0.0, 0.0, 0.0], [0.0, 0.0, 0.0], [0.0, 0.0, 0.0], [0.0, 0.0, 0.0], [0.0, 0.0, 0.0], [0.0, 0.0, 0.0], [0.0, 0.0, 0.0], [0.0, 0.0, 0.0], [0.0, 0.0, 0.0], [0.0, 0.0, 0.0], [0.0, 0.0, 0.0], [0.0, 0.0, 0.0], [0.0, 0.0, 0.0], [0.0, 0.0, 0.0], [0.0, 0.0, 0.0], [0.0, 0.0, 0.0], [0.0, 0.0, 0.0], [0.0, 0.0, 0.0], [0.0, 0.0, 0.0], [0.0, 0.0, 0.0], [0.0, 0.0, 0.0], [0.0, 0.0, 0.0], [0.0, 0.0, 0.0], [0.0, 0.0, 0.0], [0.0, 0.0, 0.0], [0.0, 0.0, 0.0], [0.0, 0.0, 0.0], [0.0, 0.0, 0.0], [0.0, 0.0, 0.0], [0.0, 0.0, 0.0], [0.0, 0.0, 0.0], [0.0, 0.0, 0.0], [0.0, 0.0, 0.0], [0.0, 0.0, 0.0], [0.0, 0.0, 0.0], [0.0, 0.0, 0.0], [0.0, 0.0, 0.0], [0.0, 0.0, 0.0], [0.0, 0.0, 0.0], [0.0, 0.0, 0.0], [0.0, 0.0, 0.0], [0.0, 0.0, 0.0], [0.0, 0.0, 0.0], [0.0, 0.0, 0.0], [0.0, 0.0, 0.0], [0.0, 0.0, 0.0], [0.0, 0.0, 0.0], [0.1, 0.1, 0.0], [0.0, 0.0, 0.0], [0.0, 0.0, 0.0], [0.0, 0.0, 0.0], [0.0, 0.0, 0.0], [0.0, 0.0, 0.0], [0.0, 0.0, 0.0], [0.0, 0.0, 0.0], [0.1, 0.0, 0.0], [-0.1, 0.0, 0.0], [0.0, 0.0, 0.0], [0.1, 0.1, 0.1], [-0.1, 0.0, -0.1], [-0.1, -0.1, -0.1], [0.0, 0.1, 0.0], [0.0, 0.0, 0.0], [0.0, 0.0, 0.0], [0.0, 0.0, 0.0], [0.0, 0.1, 0.0], [0.0, 0.0, 0.0], [0.0, 0.0, 0.0], [0.0, 0.0, 0.1], [0.0, 0.0, 0.0], [0.0, 0.0, 0.0], [0.0, 0.1, 0.0], [-0.1, 0.0, 0.0], [0.1, -0.1, 0.0], [0.0, 0.0, 0.0], [0.0, 0.0, 0.0], [0.0, 0.0, 0.0], [0.0, 0.0, 0.0], [0.0, 0.0, 0.0], [0.0, 0.0, 0.0], [0.0, 0.0, 0.0], [0.0, 0.0, 0.0], [0.0, 0.0, 0.0], [0.0, 0.0, 0.0], [0.0, 0.0, 0.0], [0.0, 0.0, 0.0], [0.0, 0.0, 0.0], [0.0, 0.0, 0.0]],
  "spin_multiplicity": 2,
  "gap_ev": [4.129, 6.284],
  "relative_energy_kcal_mol": 1.9,
  "homo_ev": [-0.690, -2.844],
  "charge": -2
}

---

{
  "formula": "C5H10N2O2",
  "method": "the ωB97M-V functional and the def2-TZVPD basis",
  "symbols": ["C", "C", "C", "C", "C", "H", "H", "H", "H", "H", "H", "H", "H", "H", "H", "N", "N", "O", "O"],
  "coordinates": [[-0.301, -0.916, -1.190], [0.600, -0.601, 0.018], [0.418, -0.147, 1.520], [0.413, 1.609, -0.072], [-0.449, 0.418, -0.526], [-1.935, -1.953, -1.944], [-1.977, -1.466, -0.368], [0.265, -0.911, -2.117], [2.390, 0.074, 0.452], [2.468, -1.333, -0.455], [-0.566, -0.419, 1.988], [1.223, -0.458, 2.233], [1.405, 1.714, -0.524], [-0.118, 2.553, -0.107], [-1.690, 1.092, 0.862], [-1.376, -1.814, -1.089], [1.996, -0.426, -0.336], [0.474, 1.295, 1.369], [-1.711, 0.531, 0.062]],
  "forces_ev_per_a": [[0.9, 0.5, 0.4], [-0.4, -1.6, 2.2], [-0.7, -1.3, 0.1], [-1.1, 0.5, -0.3], [1.4, 2.7, -0.7], [0.7, 0.4, 0.6], [-0.6, -0.1, 0.3], [0.1, -0.4, 0.2], [0.7, -0.1, -0.3], [-0.5, 0.6, 0.3], [0.9, 0.1, -0.5], [-0.5, 0.1, -0.8], [-0.4, -0.2, 0.1], [0.0, 0.3, -0.1], [0.3, -0.4, -0.5], [-0.6, -0.7, -0.8], [-0.3, -0.1, -0.4], [0.5, 0.1, -0.4], [-0.2, -0.2, 0.7]],
  "spin_multiplicity": 1,
  "gap_ev": 8.815,
  "relative_energy_kcal_mol": 120.0,
  "homo_ev": -7.956
}

---

{
  "formula": "C2H2FO3S",
  "method": "the ωB97M-V functional and the def2-TZVPD basis",
  "symbols": ["C", "C", "O", "O", "O", "F", "S", "H", "H"],
  "coordinates": [[1.858, -0.249, 0.306], [-0.177, 0.437, -0.163], [-2.233, -0.249, 1.303], [2.543, -0.503, 1.256], [-2.353, -0.283, -1.097], [2.250, -0.584, -0.939], [-1.635, -0.795, 0.084], [0.059, 0.769, -1.166], [-0.310, 1.456, 0.415]],
  "forces_ev_per_a": [[0.5, 1.7, 2.3], [-0.2, 2.1, 1.4], [0.0, -1.0, 0.9], [-0.3, -0.7, -0.7], [-0.7, -1.2, -1.1], [0.8, -1.0, -1.4], [0.5, 3.7, -0.3], [-0.4, -0.9, -0.5], [-0.3, -2.5, -0.4]],
  "spin_multiplicity": 3,
  "gap_ev": [4.980, 6.041],
  "relative_energy_kcal_mol": 62.2,
  "homo_ev": [-1.308, -4.455],
  "charge": -1
}

---

{
  "formula": "HO2STm",
  "method": "the ωB97M-V functional and the def2-TZVPD basis",
  "symbols": ["S", "O", "Tm", "O", "H"],
  "coordinates": [[-1.312, 0.278, -0.366], [0.081, -0.076, -0.739], [2.364, 0.068, -0.251], [-1.529, 0.426, 1.058], [2.815, 0.699, -1.984]],
  "forces_ev_per_a": [[-1.0, 0.1, 2.4], [1.6, 0.3, 0.5], [-1.0, -0.1, -1.0], [0.5, -0.2, -2.5], [-0.1, -0.1, 0.7]],
  "spin_multiplicity": 3,
  "gap_ev": [9.315, 8.121],
  "homo_ev": [-20.631, -20.475],
  "charge": 2
}

---

{
  "formula": "C12H19Br2N4P",
  "method": "the ωB97M-V functional and the def2-TZVPD basis",
  "symbols": ["C", "P", "C", "Br", "C", "C", "Br", "H", "H", "H", "H", "H", "H", "H", "C", "C", "N", "H", "H", "H", "C", "C", "N", "H", "H", "H", "C", "C", "N", "H", "H", "H", "C", "C", "N", "H", "H", "H"],
  "coordinates": [[-5.699, -3.455, -0.618], [-3.946, -3.636, -1.175], [-3.209, -2.087, -0.584], [-2.976, -1.889, 1.322], [-2.837, -1.114, -1.428], [-2.954, -1.161, -2.911], [-2.068, 0.502, -0.782], [-6.337, -3.941, -1.342], [-5.935, -2.398, -0.625], [-5.847, -3.863, 0.372], [-3.398, -4.570, -0.277], [-3.309, -0.210, -3.286], [-3.656, -1.922, -3.219], [-1.997, -1.408, -3.358], [1.205, -1.494, -0.183], [2.220, -1.854, -1.165], [3.025, -2.124, -1.937], [0.298, -1.166, -0.686], [0.976, -2.353, 0.444], [1.570, -0.683, 0.446], [4.846, 0.619, 0.380], [3.687, 0.981, 1.187], [2.773, 1.279, 1.818], [5.752, 0.715, 0.974], [4.753, -0.407, 0.030], [4.920, 1.282, -0.479], [-2.239, 1.204, 3.247], [-2.935, 2.304, 3.903], [-3.484, 3.170, 4.418], [-1.444, 0.834, 3.890], [-2.937, 0.397, 3.039], [-1.807, 1.547, 2.309], [5.257, 4.843, -0.384], [5.972, 3.784, -1.086], [6.532, 2.943, -1.633], [4.459, 4.413, 0.219], [5.944, 5.382, 0.265], [4.827, 5.535, -1.104]],
  "forces_ev_per_a": [[0.5, -0.1, 0.2], [-0.1, -0.1, -1.1], [0.4, 0.3, 0.4], [-0.1, -0.1, -0.4], [-0.1, -0.3, 0.7], [-0.2, -0.1, -0.1], [-0.1, 0.0, -0.1], [-0.2, -0.2, -0.1], [-0.1, 0.2, 0.1], [-0.2, 0.0, 0.2], [-0.1, 0.2, 0.4], [0.1, 0.2, -0.1], [-0.2, -0.2, 0.0], [0.2, 0.2, -0.1], [0.0, 0.0, 0.1], [0.0, 0.0, 0.0], [0.0, 0.0, 0.0], [0.0, 0.0, 0.0], [0.0, 0.0, 0.0], [0.0, 0.0, 0.0], [0.0, 0.0, 0.0], [-0.1, 0.1, 0.1], [0.1, -0.1, -0.1], [0.0, 0.0, 0.0], [0.0, 0.0, 0.0], [0.0, 0.0, -0.1], [0.0, 0.0, 0.1], [0.0, 0.0, 0.0], [0.0, 0.0, 0.0], [0.0, 0.0, 0.0], [0.0, 0.0, 0.0], [0.0, 0.0, 0.0], [0.0, 0.0, 0.0], [0.1, -0.1, -0.1], [-0.1, 0.1, 0.1], [0.0, 0.0, 0.0], [0.0, 0.0, 0.0], [0.0, 0.0, 0.0]],
  "spin_multiplicity": 1,
  "gap_ev": 9.386,
  "homo_ev": -9.171
}